C27H64AlFeN9O14P | ωB97M-V/def2-TZVPD

Values from the calculation:
total charge: +1
multiplicity: 5
expectation value of S²: 6.173
strongest force on any atom: 0.134 Eh/bohr
E_tot: -4460.5400 hartree
HOMO (alpha / beta): -10.76 / -10.76 eV
frontier orbital gap (alpha / beta): 6.0 / 4.0 eV

Structure (XYZ):
```
117
Properties=species:S:1:pos:R:3:forces:R:3:lowdin_spin:R:1
Fe -15.034 11.370 13.273 -1.508 1.633 0.677 3.040
Al -12.977 11.912 16.330 -0.043 -0.545 -2.268 0.321
O -15.421 12.660 14.816 0.700 -0.571 0.119 0.481
H -15.864 13.431 15.221 0.323 -0.562 -0.441 0.002
P -13.072 10.312 13.174 5.153 -2.041 1.353 0.007
O -14.077 10.389 11.985 -1.288 -0.604 -0.911 -0.098
O -14.116 10.008 14.326 -0.817 0.008 0.004 -0.090
O -12.933 11.821 13.434 0.551 1.471 0.691 0.153
O -11.781 9.495 13.103 -2.900 1.270 -0.207 -0.011
C -12.040 14.948 14.158 -1.020 0.392 -0.452 0.001
O -12.064 14.381 15.249 0.433 0.228 -0.063 0.033
N -11.588 16.194 13.866 -2.357 -1.168 -3.162 0.000
C -11.060 17.084 14.750 2.951 1.055 2.891 0.000
C -11.937 16.822 12.565 -0.447 -1.259 -1.138 0.000
H -12.518 14.543 13.252 0.164 -0.555 0.265 0.000
H -11.104 16.708 15.772 -0.882 0.288 0.174 0.000
H -11.370 18.120 14.613 -0.303 -0.244 0.213 0.000
H -9.976 17.044 14.650 0.460 0.633 -0.346 0.000
H -12.584 17.698 12.599 0.354 0.205 0.771 0.000
H -11.128 16.998 11.855 0.756 0.445 0.786 0.000
H -12.514 16.169 11.909 -0.314 -0.630 0.589 0.000
C -11.817 10.303 9.735 2.645 2.373 -2.531 -0.001
O -11.240 11.071 8.896 -1.558 -1.260 2.099 0.000
N -12.204 9.081 9.388 1.164 -0.541 -0.967 0.000
C -12.793 8.207 10.390 -0.134 -0.875 -0.668 -0.001
C -11.917 8.579 7.986 -0.523 -0.724 0.617 0.000
H -11.885 10.630 10.784 -0.393 -0.475 -0.265 -0.001
H -12.472 8.465 11.399 -0.647 0.626 -0.202 0.000
H -12.473 7.165 10.367 0.473 -0.091 -0.834 0.000
H -13.853 8.165 10.140 -0.344 0.065 0.901 0.000
H -11.281 7.694 8.000 -0.248 -0.336 0.624 0.000
H -12.874 8.299 7.545 -0.012 -0.137 -0.043 0.000
H -11.382 9.163 7.238 -0.311 1.114 0.909 0.000
C -17.339 11.387 7.819 1.332 -0.832 -0.393 0.000
O -17.301 11.810 6.687 -0.677 0.698 0.060 0.000
N -16.331 10.637 8.325 1.413 -0.321 1.106 0.000
C -16.470 9.984 9.586 -0.337 -0.016 1.344 0.000
C -15.044 10.397 7.679 -0.339 -0.461 -0.326 0.000
H -18.113 11.490 8.595 -0.508 0.360 -0.389 0.000
H -15.616 10.001 10.264 0.704 0.318 -0.589 0.000
H -16.706 8.923 9.506 -0.489 -0.096 -0.113 0.000
H -17.180 10.534 10.203 -0.667 -0.331 -0.203 0.000
H -14.759 11.271 7.093 0.070 -0.375 -0.174 0.000
H -14.269 10.097 8.384 -0.148 0.904 0.594 0.000
H -15.072 9.461 7.121 -0.352 0.266 -0.927 0.000
C -15.200 8.554 17.948 -1.249 -1.732 -0.439 0.000
O -14.523 9.360 17.368 -0.014 1.438 -0.685 0.018
N -16.452 8.071 17.540 0.517 0.969 -0.652 0.001
C -17.195 7.065 18.227 -1.011 -0.352 0.788 0.000
C -17.276 8.772 16.467 2.662 -0.479 1.348 0.000
H -14.740 8.047 18.810 -0.681 -0.306 0.210 0.000
H -17.613 6.303 17.569 0.476 -0.124 -0.412 0.000
H -18.101 7.511 18.637 -0.092 0.179 0.391 0.000
H -16.699 6.543 19.046 0.413 0.290 -0.144 0.000
H -17.659 8.051 15.745 -0.263 -0.015 0.369 0.000
H -18.028 9.380 16.971 -0.113 -0.022 -0.373 0.000
H -16.482 9.343 15.986 -0.548 0.580 -0.353 0.000
C -15.719 13.130 10.609 0.195 1.608 -1.682 0.002
O -15.730 12.680 11.742 -0.070 -1.119 1.815 0.016
N -14.647 13.510 9.920 0.837 0.150 1.619 0.000
C -14.674 14.217 8.671 0.271 0.203 -1.809 0.000
C -13.305 13.433 10.555 0.426 -0.474 -1.053 0.000
H -16.642 13.408 10.078 -0.140 -0.468 0.123 0.001
H -15.590 14.232 8.080 -0.482 -0.588 0.648 0.000
H -13.945 13.757 8.003 0.089 -0.176 0.024 0.000
H -14.390 15.269 8.674 0.167 0.104 0.893 0.000
H -12.885 14.396 10.847 -0.638 0.249 0.199 0.000
H -13.218 12.712 11.368 -0.457 0.250 -0.042 0.000
H -12.615 13.110 9.775 0.028 -0.300 -0.083 0.000
C -7.409 8.504 12.171 1.743 -0.458 1.928 0.000
O -6.596 8.178 13.035 -0.031 0.890 -0.601 0.000
N -8.209 7.609 11.636 -1.684 -0.734 -0.528 0.000
C -9.491 7.967 11.085 0.295 0.184 -0.212 0.000
C -8.234 6.209 11.973 1.160 -1.192 0.266 0.000
H -7.521 9.522 11.769 -0.057 0.041 0.118 0.000
H -9.518 7.389 10.162 -0.936 0.388 -0.248 0.000
H -9.594 9.043 10.949 0.074 -0.097 -0.274 0.000
H -10.218 7.642 11.830 -0.515 0.124 -0.392 0.000
H -9.215 5.786 11.757 0.109 0.126 0.033 0.000
H -7.498 5.647 11.396 0.006 0.066 -0.389 0.000
H -7.951 5.929 12.988 -0.152 0.669 0.249 0.000
C -9.701 11.523 14.236 0.337 -1.366 1.012 0.001
O -10.003 11.352 15.409 -0.991 -0.837 0.040 0.022
N -9.242 12.668 13.856 3.983 5.134 -2.287 0.006
C -8.812 13.694 14.815 -1.624 1.346 1.595 0.001
C -8.589 12.944 12.508 -1.891 -0.632 0.494 0.000
H -9.615 10.783 13.425 -0.766 -0.391 0.286 0.000
H -9.379 13.644 15.745 -0.181 -0.563 -0.143 0.000
H -9.045 14.715 14.514 -0.451 -0.094 -0.925 0.000
H -7.807 13.887 15.191 0.774 -1.471 -0.761 0.000
H -8.766 13.970 12.186 0.112 0.236 0.630 0.000
H -7.519 12.740 12.467 -0.169 -0.269 0.148 0.000
H -9.198 12.414 11.775 0.538 -0.596 -0.170 0.000
C -10.838 8.463 15.865 0.477 -1.033 -0.229 0.001
O -11.297 9.319 16.626 -0.334 -1.560 -0.303 0.033
N -10.861 7.067 16.021 1.040 0.633 -0.942 0.003
C -10.095 6.073 15.094 -0.814 0.952 0.269 0.000
C -11.369 6.479 17.239 -0.105 -0.757 -0.137 0.000
H -10.300 8.725 14.941 -0.194 0.164 0.140 0.000
H -9.112 6.395 14.748 -0.158 0.630 0.360 0.000
H -10.645 5.772 14.203 -0.473 0.643 -0.089 0.000
H -9.929 5.094 15.542 -0.114 0.391 0.863 0.000
H -11.417 7.171 18.080 0.330 0.056 -0.207 0.000
H -12.364 6.055 17.107 -0.250 0.086 -0.121 0.000
H -10.713 5.625 17.405 -0.072 0.134 0.770 0.000
C -17.846 9.974 12.682 -0.770 -2.935 0.230 0.007
O -17.074 10.617 13.381 0.867 0.792 -0.362 0.038
N -17.732 8.629 12.488 1.483 -0.414 0.283 0.007
C -18.795 7.740 12.103 -2.239 1.757 1.066 0.001
C -16.592 7.833 12.970 0.990 1.513 -0.451 0.000
H -18.795 10.339 12.259 0.271 0.443 0.053 0.001
H -19.025 7.118 12.968 0.442 -0.710 -0.281 0.000
H -18.785 7.211 11.151 0.523 0.178 0.142 0.000
H -19.651 8.409 12.194 -0.691 -0.229 -0.951 0.000
H -16.667 7.495 14.003 -0.387 -0.145 -0.167 0.000
H -16.432 7.018 12.264 -0.103 -0.085 0.245 0.000
H -15.716 8.481 12.932 0.192 -0.177 0.075 0.000
```
Forces are in eV/Å.